127
Properties=species:S:1:pos:R:3:forces:R:3:mulliken_charge:R:1 method="wB97M-V/def2-TZVPD" energy_ev=-84183.5121 smiles="CC[C@H](I)N1C(=O)c2cccc(CCF)c2C1=O.CNC(C)=O.CNC(C)=O.CNC(C)=O.CNC(C)=O.CNC(C)=O.CNC(C)=O.CNC(C)=O.CNC(C)=O" lumo_ev=-1.0 charge=0
C 2.95948 4.90624 -1.13770 -0.69 -0.88 -0.59 -0.53
C 2.83280 6.28227 -2.01920 -0.68 0.02 0.20 0.24
C 4.16566 7.23721 -2.01706 -1.53 1.25 1.40 -1.02
I 4.91908 7.62304 -4.08244 -0.34 -0.16 0.96 0.05
N 5.25945 6.81197 -1.06222 1.88 0.81 -1.66 0.30
C 6.23147 5.74404 -1.52593 1.54 -3.62 -1.66 0.44
O 6.13918 4.78057 -2.44580 -0.24 6.39 5.65 -0.56
C 7.56457 5.91216 -0.58712 2.41 1.84 3.05 -0.18
C 8.88120 4.96670 -0.34289 -0.79 3.28 1.71 -0.39
C 10.01136 5.48600 0.73930 -2.75 2.31 -0.18 -0.32
C 9.85042 6.91725 1.57904 -3.58 -0.84 -2.77 -0.48
C 8.49668 7.86805 1.34791 0.60 -2.88 -2.36 0.38
C 8.22594 9.26872 2.15567 -1.24 -1.05 0.26 -0.56
C 7.24592 8.86521 3.44912 0.89 -0.02 -0.66 -0.23
F 5.82673 8.64166 3.00830 3.45 0.47 1.08 -0.30
C 7.41450 7.31469 0.24799 1.46 -3.00 -0.71 -0.01
C 5.99302 7.90828 -0.31210 1.35 4.47 1.88 0.52
O 5.70458 9.19268 -0.08829 0.65 -8.01 -1.95 -0.58
H 3.41729 4.01501 -1.78528 -0.89 2.08 1.50 0.21
H 3.56880 5.00581 -0.14147 -1.13 0.09 -2.04 0.25
H 1.86153 4.54419 -0.84881 2.57 0.79 -0.69 -0.11
H 1.93298 6.91241 -1.55225 2.14 -1.13 -1.03 0.17
H 2.50702 6.09129 -3.15168 0.87 0.09 2.64 0.04
H 3.80146 8.31074 -1.64248 1.16 -2.39 -0.87 0.56
H 8.97182 3.93773 -0.93129 -0.08 2.56 1.52 0.33
H 10.99423 4.86205 0.98664 -2.51 1.38 -0.80 0.27
H 10.64196 7.31725 2.35504 -1.67 -1.13 -1.84 0.28
H 9.19786 9.78227 2.57485 -1.83 -1.32 -0.88 0.37
H 7.62652 10.03640 1.50699 1.24 -1.64 1.03 0.27
H 7.30322 9.75014 4.21369 -0.60 -1.81 -1.40 0.27
H 7.71473 7.86305 3.89435 -1.58 2.15 -0.81 0.27
C -1.01801 1.08204 -0.64713 0.06 -0.32 0.00 -0.62
C -0.28854 2.39542 -0.70607 0.48 0.57 -0.03 0.70
O 0.91796 2.46112 -0.92939 -0.38 -0.22 0.06 -0.62
N -1.00428 3.53803 -0.50275 0.55 -0.61 -0.22 -0.03
C -2.41513 3.67224 -0.22889 -0.02 0.50 -0.10 -0.84
H -0.31352 0.26536 -0.82878 -0.04 0.30 0.01 0.35
H -1.45963 0.94312 0.34293 -0.18 0.08 -0.20 -0.22
H -1.79159 1.04858 -1.41865 -0.10 -0.04 0.20 0.34
H -0.44246 4.37963 -0.55829 -0.18 -0.22 0.03 0.11
H -2.85590 4.28778 -1.01680 -0.21 -0.02 0.04 0.27
H -2.52665 4.18320 0.73037 -0.34 -0.24 -0.10 0.27
H -2.92571 2.70916 -0.19038 0.25 0.28 0.12 0.34
C -1.73739 8.49720 -4.42777 -0.24 0.12 0.09 -1.32
C -0.29336 8.29730 -4.05983 0.77 0.15 0.59 0.90
O 0.19367 8.78636 -3.04325 -0.30 -0.21 -0.40 -0.64
N 0.48425 7.54757 -4.89196 -0.38 0.38 0.45 -0.02
C 0.10524 6.89363 -6.12168 0.44 -0.11 0.05 -0.91
H -2.22479 9.11535 -3.66844 0.26 -0.15 -0.12 0.29
H -1.81104 9.01035 -5.38995 -0.12 -0.18 0.00 0.37
H -2.25014 7.53274 -4.46891 -0.03 0.11 -0.18 0.34
H 1.44303 7.45974 -4.57566 -0.16 0.05 -0.12 0.07
H 0.29795 5.82393 -6.00962 -0.16 -0.02 -0.29 0.28
H 0.73348 7.28944 -6.92313 -0.20 -0.17 -0.19 0.30
H -0.94506 7.05050 -6.37064 0.20 0.02 0.13 0.33
C -3.57911 1.96020 4.40884 0.01 0.23 -0.10 -1.13
C -3.20278 1.46421 3.04028 0.11 -0.46 -0.27 0.80
O -3.32084 2.16517 2.03801 -0.03 -0.06 0.13 -0.61
N -2.71762 0.19493 2.92742 -0.27 1.16 0.03 0.10
C -2.50548 -0.77722 3.97309 0.04 -0.20 -0.28 -0.94
H -3.94845 2.98708 4.33553 0.06 -0.23 -0.16 0.30
H -4.37316 1.33688 4.82774 0.20 0.01 0.17 0.35
H -2.70343 1.95423 5.06301 -0.36 -0.19 -0.01 0.18
H -2.48752 -0.06435 1.97514 -0.16 -0.30 0.30 0.07
H -1.44717 -1.04913 3.97294 -0.10 -0.17 0.24 0.26
H -3.10322 -1.66145 3.73958 0.15 -0.06 0.18 0.24
H -2.78417 -0.39836 4.95722 0.08 0.10 -0.20 0.42
C -4.60478 -2.40202 -0.20014 -0.23 0.15 0.14 -1.33
C -3.16075 -2.60192 0.16781 0.90 -0.20 -0.09 0.79
O -2.67372 -2.11286 1.18439 -0.15 -0.03 -0.06 -0.68
N -2.38314 -3.35165 -0.66432 -0.60 0.82 0.88 -0.06
C -2.76215 -4.00559 -1.89404 0.41 -0.30 0.13 -0.90
H -5.09217 -1.78387 0.55920 0.25 -0.13 -0.11 0.32
H -4.67842 -1.88886 -1.16231 -0.11 -0.19 0.01 0.36
H -5.11753 -3.36648 -0.24127 -0.03 0.11 -0.20 0.34
H -1.42436 -3.43948 -0.34803 -0.23 0.01 -0.09 0.24
H -2.56944 -5.07529 -1.78199 -0.19 0.62 -0.33 0.45
H -2.13390 -3.60978 -2.69550 -0.19 -0.14 -0.20 0.28
H -3.81244 -3.84872 -2.14301 0.16 0.08 0.13 0.29
C -2.29646 3.91000 8.18419 -0.25 0.03 0.09 -1.35
C -1.49661 2.91271 7.39284 0.19 -0.69 -0.34 0.82
O -1.98535 1.86130 6.98604 0.22 0.40 0.41 -0.69
N -0.19039 3.20093 7.12843 -0.72 -0.25 0.09 -0.14
C 0.56268 4.37048 7.51387 0.32 -0.20 -0.24 -0.84
H -3.31726 3.53887 8.31263 0.30 -0.03 -0.11 0.29
H -1.85177 4.04634 9.17322 -0.03 0.18 -0.10 0.40
H -2.34024 4.86281 7.65031 0.07 0.02 0.19 0.37
H 0.27950 2.48109 6.59173 -0.10 0.19 0.13 0.24
H 0.92963 4.85185 6.60414 0.08 0.23 0.22 0.29
H 1.41413 4.04205 8.11458 0.03 0.32 0.06 0.29
H -0.03489 5.08099 8.08640 0.04 -0.21 -0.13 0.32
C -1.17627 -8.54959 -3.38896 0.16 0.09 0.15 -0.84
C -2.39908 -7.68112 -3.28381 -0.54 -0.03 -0.06 0.72
O -2.44593 -6.71014 -2.53226 0.03 -0.66 -0.22 -0.69
N -3.47956 -7.99626 -4.05353 0.72 0.47 0.57 -0.12
C -3.62275 -9.08515 -4.99018 -0.31 0.12 -0.07 -0.79
H -0.40165 -8.17141 -2.71575 -0.28 0.05 -0.11 0.26
H -1.41838 -9.57420 -3.09555 0.15 0.31 -0.46 -0.29
H -0.78738 -8.52637 -4.41023 -0.05 -0.26 0.08 0.42
H -4.26197 -7.36494 -3.92595 0.19 -0.22 0.00 0.23
H -3.84145 -8.66001 -5.97272 0.03 -0.27 -0.10 0.30
H -4.46731 -9.69926 -4.66882 0.12 -0.19 -0.20 0.25
H -2.72573 -9.70261 -5.05184 -0.12 0.10 0.13 0.28
C -3.82479 -9.24624 1.80457 0.02 -0.26 0.12 -1.38
C -3.77086 -8.50098 0.49987 0.08 0.26 -0.90 0.86
O -3.68683 -9.08220 -0.57946 -0.02 -0.04 0.41 -0.62
N -3.81756 -7.13871 0.53523 -0.07 -0.81 -0.07 -0.03
C -3.91519 -6.27731 1.68934 0.06 0.26 -0.34 -0.89
H -3.77800 -10.32189 1.61209 -0.01 0.30 -0.10 0.30
H -2.97152 -8.96993 2.42915 -0.19 0.02 0.11 0.36
H -4.76301 -9.02859 2.32144 0.17 0.03 0.13 0.37
H -3.77644 -6.71105 -0.38260 0.14 -0.09 0.07 0.09
H -4.82141 -5.67544 1.58688 0.06 0.10 0.32 0.24
H -3.04458 -5.61723 1.69370 -0.12 0.11 0.29 0.28
H -3.95318 -6.83669 2.62495 0.00 0.04 -0.22 0.40
C -1.48721 -11.97270 -2.02971 -0.09 0.17 0.07 -0.71
C -1.11089 -12.46869 -3.39826 0.08 0.05 -0.73 0.76
O -1.22894 -11.76773 -4.40053 -0.01 -0.19 0.37 -0.64
N -0.62573 -13.73797 -3.51112 -0.23 0.66 -0.08 -0.19
C -0.41359 -14.71012 -2.46545 0.14 -0.22 -0.36 -0.83
H -1.85655 -10.94582 -2.10301 -0.01 -0.48 0.11 -0.10
H -2.28127 -12.59602 -1.61081 0.15 0.06 0.13 0.35
H -0.61154 -11.97867 -1.37553 -0.16 -0.09 0.09 0.34
H -0.39562 -13.99725 -4.46341 -0.06 0.06 0.25 0.25
H 0.64473 -14.98203 -2.46560 -0.08 -0.15 0.28 0.28
H -1.01133 -15.59435 -2.69896 0.09 -0.09 0.30 0.28
H -0.69228 -14.33126 -1.48132 0.03 0.01 -0.25 0.32